Record 1
The following is a DFT calculation (ωB97M-V/def2-TZVPD) of a structure of composition C27H22Cl2N5O2Pt in a non-equilibrium geometry.

## Properties
lowest unoccupied orbital energy (spin up / spin down)	-0.1210 / -0.1839	hartree
Kohn-Sham gap (spin up / spin down)	6.950 / 5.236	eV
2S+1	5
M	714.49	u
⟨S²⟩	6.07
energy above the lowest of the compared OMol25 structures with the same formula, charge and spin	0.0000	eV
net charge	+1

The geometry in XYZ format:
```
59
Properties=species:S:1:pos:R:3:lowdin_charge:R:1
C 3.94 2.22 -4.73 -0.08
C 2.99 1.80 -3.85 -0.58
H -2.28 -3.92 0.72 0.13
C -0.53 3.34 5.10 0.00
C 2.85 0.40 -3.50 -0.43
N 1.50 0.20 0.42 -0.06
C 2.98 -0.49 1.98 -0.06
Cl 3.71 -2.14 -3.63 0.74
C -2.65 2.99 -0.13 -0.05
H 0.16 3.85 3.14 0.13
C -0.22 3.06 3.78 0.00
H -3.58 3.48 -0.34 0.10
C -0.39 1.78 3.28 -0.20
C -2.13 2.66 1.11 0.00
O -0.93 -0.91 -1.21 -0.11
Pt 0.59 0.75 -1.52 1.31
C -0.88 0.77 4.10 -0.01
N 1.90 -0.01 -2.71 -0.03
H -3.91 -2.52 -1.47 0.13
N -1.60 2.84 8.39 0.17
H -4.54 -3.66 -0.27 0.12
H -1.73 -3.57 -3.00 0.15
C 3.80 -0.50 -4.09 -0.60
C -1.14 -1.93 -1.91 -0.60
H 3.12 -0.99 -0.20 0.10
H 5.57 1.64 -6.00 0.12
H -0.38 4.34 5.50 0.13
H -2.56 2.85 2.07 0.12
C 2.62 -0.49 0.62 -0.14
N -0.67 1.97 -0.49 -0.16
H 5.46 -0.76 -5.38 0.12
C 1.09 0.69 1.65 -0.25
C -1.21 1.05 5.42 -0.01
C -2.40 -3.17 -0.06 -0.12
C 4.83 1.30 -5.30 -0.03
C -1.03 2.33 5.92 -0.22
H 4.01 3.27 -4.98 0.12
C 4.76 -0.05 -4.96 -0.09
N -1.84 -4.23 -2.14 0.07
H -3.27 -5.50 -1.26 0.13
H 3.84 -0.97 2.41 0.10
C 2.02 0.25 2.63 0.00
C -1.31 -3.28 -1.12 -0.16
C -3.67 -3.41 -0.88 -0.14
O -1.26 -2.04 -3.14 0.03
H -3.86 -4.65 -2.69 0.13
H -1.02 -0.22 3.71 0.13
H -0.34 -3.58 -0.74 0.16
H -1.27 -5.06 -2.29 0.18
C -3.26 -4.56 -1.80 -0.10
C -0.89 2.01 0.88 -0.25
Cl 1.90 2.91 -3.11 0.73
C -1.35 2.62 7.29 -0.18
C -0.04 1.48 1.86 -0.04
H 1.96 0.49 3.68 0.12
C -1.73 2.54 -1.08 -0.15
H -1.60 0.27 6.06 0.12
H -2.37 -2.18 0.40 0.12
H -1.77 2.65 -2.15 0.11
```


Record 2
The following is a DFT calculation (ωB97M-V/def2-TZVPD) of a cluster of 5 separate species, C42H110FN12O8P5 in total in a non-equilibrium geometry.

## Properties
lowest unoccupied orbital energy	-0.0333	hartree
Kohn-Sham gap	6.556	eV
M	1085.29	u
SMILES	COCCCCCCCCCCCC[PH](O)(F)CCCCOC=O.CN(C)P(=O)(N(C)C)N(C)C.CN(C)P(=O)(N(C)C)N(C)C.CN(C)P(=O)(N(C)C)N(C)C.CN(C)P(=O)(N(C)C)N(C)C

The geometry in XYZ format:
```
178
Properties=species:S:1:pos:R:3:lowdin_charge:R:1
H 12.01 -5.42 0.90 0.07
C -6.37 -0.33 -1.24 -0.16
H 7.03 -2.42 -3.36 0.08
C -8.75 2.25 3.97 -0.21
H 9.59 -2.88 1.10 0.06
H 6.87 -0.74 0.50 0.06
H 3.48 -0.74 1.60 0.08
H -6.58 0.82 -1.25 0.10
H 5.13 -0.57 -4.34 0.07
C 12.48 -1.54 -2.75 -0.15
H -9.93 9.20 -1.69 0.08
N 1.48 -7.60 0.56 -0.34
O -4.36 -1.72 -0.71 -0.14
O -1.71 0.52 3.01 -0.26
H 6.81 -3.48 0.32 0.08
C -3.60 -2.52 0.27 -0.12
N -7.16 6.45 -2.18 -0.34
H 5.83 -1.18 1.81 0.08
C -2.14 1.89 0.35 -0.20
H -2.36 -5.91 -0.10 0.07
H 13.93 -4.22 -2.34 0.08
C -7.73 10.15 -2.55 -0.12
H 6.44 0.60 -4.36 0.07
H -9.78 -0.24 -1.43 0.10
P 0.18 -6.66 1.13 0.76
O -5.64 7.02 -0.50 -0.33
C -4.43 9.27 -1.32 -0.16
N 12.91 -2.01 -1.43 -0.36
H -7.35 7.20 -4.17 0.06
H -7.56 4.36 -2.02 0.08
H -7.15 0.16 2.12 0.07
H 10.45 -4.17 1.95 0.06
H 7.84 -3.54 -2.27 0.07
C 6.12 -3.54 -0.52 -0.12
C -6.03 3.91 3.48 -0.22
H 1.00 -3.72 -1.00 0.09
C -2.62 3.14 1.31 -0.19
C -4.19 2.93 1.84 -0.22
C -4.86 8.16 -3.37 -0.13
H -4.87 9.68 -0.40 0.07
H 1.10 -5.35 -1.57 0.06
H -9.71 8.16 -3.12 0.09
H -8.79 4.51 4.37 0.11
H -8.94 2.31 5.15 0.12
H -9.48 7.52 -1.49 0.07
H -10.47 2.54 1.43 0.09
H 14.06 -0.23 -1.38 0.08
P -8.71 0.84 0.69 0.81
H -2.90 0.98 0.38 0.09
H -4.13 2.05 2.63 0.11
H 1.53 -9.47 1.53 0.06
H 12.73 -2.97 2.84 0.08
H 13.71 -5.28 1.34 0.09
C 14.28 -4.34 -1.30 -0.12
N 4.82 -0.99 -0.03 -0.34
H -0.71 -9.21 -1.14 0.09
H -6.01 4.48 4.53 0.12
H -0.67 -3.21 0.49 0.06
C -10.18 1.44 1.76 -0.26
H -2.61 4.12 0.67 0.11
C 7.38 -2.54 -2.33 -0.12
C -1.06 -8.81 -0.19 -0.12
P -6.69 7.82 -1.30 0.76
C 6.60 0.91 -1.73 -0.13
H 2.69 -1.08 0.08 0.06
H -0.39 0.07 4.66 0.11
C -7.66 5.29 -1.44 -0.13
H -2.11 2.27 -0.76 0.11
H 2.17 -8.80 -1.03 0.08
H -1.04 -4.29 1.82 0.07
H -8.67 10.71 -2.62 0.08
H -9.74 4.07 2.81 0.10
C -9.04 -0.56 -0.56 -0.27
C -0.47 0.90 2.31 -0.25
H 0.05 1.84 2.81 0.12
H -10.97 1.71 3.89 0.12
H 13.77 -2.53 1.52 0.06
H 3.55 -2.37 0.93 0.06
H 5.11 -3.62 -0.12 0.06
O -2.67 -1.92 1.02 -0.04
H 13.21 -6.28 -0.03 0.08
O -8.08 -0.22 1.92 -0.36
H -8.25 5.75 -3.85 0.08
C 1.99 -7.75 -0.78 -0.14
H -7.46 5.40 2.46 0.12
O 10.59 -2.17 -0.96 -0.33
H -3.94 10.10 -1.82 0.08
C -1.91 -6.63 -0.79 -0.12
H -3.87 4.75 3.20 0.12
H -6.48 5.67 -4.00 0.09
H 12.03 -2.36 -3.32 0.07
H -9.90 0.17 3.75 0.12
N 11.72 -2.78 0.99 -0.34
H 1.31 -7.39 -1.56 0.06
C 5.86 -0.59 0.89 -0.14
H 2.93 -7.21 -0.89 0.08
C -4.74 4.34 2.51 -0.19
C -9.97 1.30 3.38 -0.25
H 12.65 -1.33 2.18 0.09
N 13.19 -4.16 -0.35 -0.29
C -9.32 8.39 -2.13 -0.12
H -11.14 0.78 1.48 0.12
N 6.29 -2.37 -1.37 -0.28
H 6.31 -4.48 -1.06 0.08
O 1.05 -6.05 2.26 -0.32
F -9.29 1.98 -0.57 -0.42
N -7.91 8.74 -2.22 -0.29
C 12.76 -2.39 1.91 -0.14
H -5.56 8.19 -4.21 0.06
C -7.70 -1.28 -1.17 -0.23
H -1.54 -6.11 -1.67 0.09
H 14.24 -1.24 0.01 0.06
H -1.09 1.85 4.67 0.09
H -3.72 -3.69 0.40 0.16
H -7.74 1.67 3.81 0.09
H 3.13 -8.80 1.17 0.08
N -5.48 8.69 -2.17 -0.36
C 2.11 -8.54 1.48 -0.13
H -7.30 3.72 1.55 0.09
H 8.17 -1.82 -2.13 0.07
H -4.49 7.14 -3.23 0.09
C -0.26 -4.02 1.11 -0.15
H -2.24 0.41 5.18 0.10
H 7.34 0.56 -1.02 0.06
H -5.87 2.78 3.73 0.08
H -0.57 0.24 0.13 0.12
H 5.85 1.51 -1.22 0.08
P 11.80 -3.10 -0.68 0.76
H 11.75 -0.72 -2.69 0.08
H 14.74 -5.33 -1.25 0.08
N -0.82 -7.37 -0.16 -0.29
H -5.08 5.14 1.69 0.11
C -0.67 1.27 0.72 -0.17
H -7.98 -1.62 -2.28 0.12
C 1.15 -4.76 -0.66 -0.13
C 3.58 -1.31 0.67 -0.13
H -2.11 -9.07 -0.07 0.08
C -7.31 6.27 -3.61 -0.14
H 13.34 -1.19 -3.34 0.08
H 0.15 2.06 0.40 0.12
H 10.38 -2.53 2.63 0.08
C 10.48 -3.10 1.70 -0.13
H -4.02 8.78 -3.70 0.08
H -7.45 1.59 0.65 0.06
H 7.16 1.57 -2.41 0.08
C -7.38 4.22 2.60 -0.21
H -5.94 -1.49 0.74 0.13
C -5.34 -0.84 -0.06 -0.20
H -7.12 10.67 -1.79 0.08
H 4.85 1.07 -3.71 0.08
H -2.72 -7.28 -1.13 0.08
N 6.01 -0.21 -2.45 -0.36
C 5.58 0.25 -3.78 -0.16
H 2.19 -8.15 2.49 0.07
H 2.15 -4.83 -0.21 0.08
H -7.11 5.13 -0.51 0.05
H -9.63 -1.41 0.05 0.11
H -1.98 3.25 2.30 0.11
H 0.60 -3.62 1.67 0.08
H 15.07 -3.61 -1.10 0.09
H -5.84 -0.58 -2.27 0.13
H -8.71 5.42 -1.19 0.07
N 0.11 -5.17 0.27 -0.35
O 3.69 -0.38 -1.99 -0.33
H -4.90 2.58 0.97 0.10
H 5.75 0.46 1.15 0.08
H -0.52 -9.33 0.61 0.07
H -7.24 10.25 -3.52 0.08
H -7.49 -2.28 -0.58 0.12
C 13.50 -0.89 -0.71 -0.13
C 13.02 -5.33 0.50 -0.12
C -1.37 0.72 4.45 -0.12
H -4.86 0.04 0.56 0.11
P 4.90 -1.30 -1.70 0.75
H 0.31 0.00 2.36 0.13
H -3.67 8.52 -1.03 0.08
C -8.77 3.79 3.42 -0.20
H 12.75 -0.28 -0.20 0.09
```


Record 3
The following is a DFT calculation (ωB97M-V/def2-TZVPD) of the ion C3H7ClN3O with charge +1 in a non-equilibrium geometry.

## Properties
lowest unoccupied orbital energy	-0.2325	hartree
Kohn-Sham gap	8.521	eV
M	136.56	u
SMILES	ClNC1=[NH+]COCN1
energy above the lowest of the compared OMol25 structures with the same formula, charge and spin	3.3645	eV
net charge	+1

The geometry in XYZ format:
```
15
Properties=species:S:1:pos:R:3:lowdin_charge:R:1
C 0.05 -0.01 -0.95 -0.38
H -0.89 1.26 1.26 0.14
Cl -2.14 -1.01 -1.88 0.81
N 0.44 1.21 -0.39 0.10
C 0.18 1.15 1.10 -0.15
N 0.45 -1.20 -0.34 0.08
H 0.69 1.99 1.55 0.15
H -0.58 0.42 -2.88 0.15
H 1.41 1.47 -0.57 0.16
O 0.66 -0.03 1.67 -0.06
H -1.09 -0.87 1.03 0.13
C -0.02 -1.11 1.08 -0.15
H 0.14 -2.04 1.61 0.15
H 1.47 -1.18 -0.31 0.16
N -0.77 -0.03 -1.99 -0.29
```


Number 1: E -2505.70605 Eh. Number 2: E -4731.14890 Eh. Number 3: E -817.83890 Eh.